## w
Below is 4 unconnected molecules or ions with the total composition CH10N2O3, with properties calculated with the ωB97M-V functional and the def2-TZVPD basis.

Element x y z (Å)
H: 2.44 2.12 1.54
N: 2.01 1.37 1.02
C: 0.75 1.41 0.89
N: 0.08 0.38 0.32
H: 0.09 2.21 1.21
H: -0.86 0.49 -0.01
H: 0.60 -0.35 -0.13
O: -1.81 -2.05 -0.21
H: -1.42 -2.65 -0.86
H: -1.34 -2.34 0.59
O: 2.78 -1.27 0.18
H: 2.83 -0.32 0.45
H: 3.04 -1.75 0.98
O: -2.76 1.13 -1.85
H: -3.10 1.11 -2.75
H: -3.35 0.51 -1.38

Results
Structure (SMILES)   [H]/N=C/N.O.O.O
HOMO energy   -9.15 eV
LUMO energy   0.65 eV
HOMO-LUMO gap   9.80 eV

=====

## x
Below is 4 unconnected molecules or ions with the total composition CH10N2O3, with properties calculated with the ωB97M-V functional and the def2-TZVPD basis.

Element x y z (Å)
H: -0.90 3.02 -1.21
N: -0.32 2.29 -0.83
C: -0.47 1.01 -1.10
N: 0.57 0.24 -1.49
H: -1.45 0.49 -1.04
H: 0.24 -0.75 -1.59
H: 1.53 0.44 -1.06
O: -0.21 -1.30 1.52
H: -0.13 -0.43 1.91
H: -0.52 -1.76 2.23
O: 0.41 1.32 1.88
H: 0.12 1.71 1.00
H: 1.39 1.11 1.78
O: -0.15 -2.23 -0.97
H: 0.11 -3.12 -1.02
H: -0.22 -2.03 0.01

Results
Structure (SMILES)   [H]/N=C/N.O.O.O
HOMO energy   -8.50 eV
LUMO energy   0.61 eV
HOMO-LUMO gap   9.11 eV

=====

Relative energies with respect to the most stable structure, expressed in hartree: w 0.0000; x 0.0387.

=====

## w
Below is a molecular structure, Cl2N3O17Tl, with properties calculated with the ωB97M-V functional and the def2-TZVPD basis.

Element x y z (Å)
Tl: -28.59 23.33 -3.11
N: -29.34 16.62 -3.07
O: -29.60 15.59 -3.77
O: -29.68 17.73 -3.52
O: -28.69 16.52 -2.00
N: -23.10 27.27 -1.34
O: -24.09 26.45 -1.14
O: -21.93 27.03 -1.68
O: -23.20 28.47 -1.35
N: -23.82 19.33 7.47
O: -24.46 18.97 8.42
O: -24.04 18.79 6.39
O: -22.85 20.15 7.56
Cl: -24.46 17.83 -7.81
O: -24.96 18.68 -8.89
O: -22.95 17.89 -7.95
O: -24.72 18.76 -6.78
O: -24.97 16.43 -7.45
Cl: -22.93 19.86 0.03
O: -23.96 20.46 -0.78
O: -22.41 20.79 0.98
O: -23.64 18.63 0.55
O: -21.96 19.35 -0.95

Results
HOMO energy   -4.42 eV
LUMO energy   -3.12 eV
HOMO-LUMO gap   1.31 eV
Charge   -2

=====

## x
Below is a molecular structure, Cl2N3O17Tl, with properties calculated with the ωB97M-V functional and the def2-TZVPD basis.

Element x y z (Å)
Tl: -19.02 -19.56 -8.70
N: -23.61 -26.71 -8.39
O: -23.14 -25.80 -7.73
O: -23.86 -27.83 -7.94
O: -24.10 -26.47 -9.52
N: -21.47 -22.65 -8.35
O: -21.67 -23.57 -7.55
O: -22.31 -22.43 -9.20
O: -20.58 -21.83 -8.11
N: -21.38 -21.77 -4.60
O: -20.72 -21.32 -3.66
O: -21.27 -22.99 -4.83
O: -22.10 -21.08 -5.30
Cl: -23.12 -19.09 -11.12
O: -21.79 -19.27 -10.60
O: -23.78 -20.36 -11.27
O: -23.89 -18.19 -10.27
O: -23.03 -18.45 -12.43
Cl: -17.29 -23.82 -8.75
O: -16.71 -24.22 -10.02
O: -16.43 -24.39 -7.73
O: -17.24 -22.36 -8.61
O: -18.66 -24.22 -8.62

Results
HOMO energy   -4.22 eV
LUMO energy   -1.20 eV
HOMO-LUMO gap   3.02 eV
Charge   -2

=====

Relative energies with respect to the most stable structure, expressed in hartree: w 0.2014; x 0.0000.

=====

## w
Below is a single C2H5NS molecule, with properties calculated with the ωB97M-V functional and the def2-TZVPD basis.

Element x y z (Å)
C: -1.80 -0.86 0.50
N: -0.97 -0.27 -0.30
S: 0.50 0.45 0.47
C: 1.51 0.25 -0.99
H: -1.70 -1.16 1.56
H: -2.75 -1.20 0.05
H: 2.36 -0.38 -0.87
H: 0.74 -0.18 -1.68
H: 1.75 1.30 -1.44

Results
Structure (SMILES)   C=NSC
HOMO energy   -8.62 eV
LUMO energy   0.88 eV
HOMO-LUMO gap   9.50 eV

=====

## x
Below is a single C2H5NS molecule, with properties calculated with the ωB97M-V functional and the def2-TZVPD basis.

Element x y z (Å)
C: 1.83 0.09 0.80
S: 0.24 -0.76 0.00
C: -1.38 0.02 0.48
N: 0.66 0.18 -1.06
H: 2.81 -0.29 0.50
H: 1.64 1.03 0.37
H: -1.95 0.39 -0.32
H: -1.23 0.63 1.27
H: -2.11 -0.62 0.97

Results
Structure (SMILES)   C=S(C)#N
HOMO energy (alpha / beta)   -8.44 / -8.44 eV
LUMO energy (alpha / beta)   -0.45 / -0.45 eV
HOMO-LUMO gap (alpha / beta)   7.98 / 7.98 eV

=====

Relative energies with respect to the most stable structure, expressed in hartree: w 0.0000; x 0.1879.

=====

## w
Below is a single FH3OP2 molecule, with properties calculated with the ωB97M-V functional and the def2-TZVPD basis.

Element x y z (Å)
O: -1.54 -0.51 0.41
P: -0.52 0.75 0.03
P: 1.30 -0.51 0.12
F: 2.40 0.60 -0.35
H: -2.34 -0.46 -0.13
H: -0.32 1.21 1.27
H: 1.03 -1.08 -1.35

Results
Structure (SMILES)   O[PH]#[PH]F
HOMO energy   -8.97 eV
LUMO energy   0.08 eV
HOMO-LUMO gap   9.05 eV

=====

## x
Below is 2 unconnected molecules or ions with the total composition FH3OP2, with properties calculated with the ωB97M-V functional and the def2-TZVPD basis.

Element x y z (Å)
O: -1.43 -0.31 0.26
F: 2.53 0.48 -0.33
P: -0.40 0.94 0.17
P: 1.36 -0.48 0.25
H: -1.86 -0.39 -0.50
H: -0.65 1.13 1.51
H: 0.45 -1.38 -1.36

Results
HOMO energy   -8.89 eV
LUMO energy   -0.24 eV
HOMO-LUMO gap   8.65 eV

=====

Relative energies with respect to the most stable structure, expressed in hartree: w 0.0000; x 0.0673.

=====

## w
Below is 3 unconnected molecules or ions with the total composition C3H13N2O3, with properties calculated with the ωB97M-V functional and the def2-TZVPD basis.

Element x y z (Å)
O: 1.36 -0.66 0.72
C: 1.62 -0.60 -0.44
N: 2.69 -1.11 -0.98
C: 0.67 0.12 -1.42
N: -0.69 0.37 -0.68
C: -1.40 1.54 -1.06
H: 3.41 -1.45 -0.37
H: 2.95 -0.99 -2.04
H: 1.36 0.96 -1.65
H: 0.47 -0.26 -2.44
H: -0.57 0.20 0.47
H: -1.16 -0.49 -0.89
H: -2.24 1.90 -0.45
H: -1.86 1.44 -2.01
H: -0.57 2.36 -1.11
H: -1.61 -2.32 1.12
H: -0.93 -1.22 2.06
O: -1.05 -1.60 1.15
H: -0.09 0.31 3.61
H: -1.41 1.19 3.25
O: -0.98 0.30 3.15

Results
HOMO energy (alpha / beta)   -18.92 / -18.88 eV
LUMO energy (alpha / beta)   -7.70 / -13.70 eV
HOMO-LUMO gap (alpha / beta)   11.22 / 5.19 eV
Charge   +2
Multiplicity   2

=====

## x
Below is 3 unconnected molecules or ions with the total composition C3H13N2O3, with properties calculated with the ωB97M-V functional and the def2-TZVPD basis.

Element x y z (Å)
C: -0.48 -1.30 1.18
C: -0.19 0.17 0.94
C: 1.19 0.58 0.89
N: 1.44 1.95 0.43
O: 2.05 -0.28 0.19
N: -1.37 -1.99 0.27
H: 0.46 -1.87 1.14
H: -0.82 -1.37 2.22
H: 1.57 0.54 1.95
H: -0.71 0.86 1.63
H: 2.11 2.47 1.00
H: 0.58 2.49 0.34
H: -2.03 -2.62 0.76
H: 1.60 -0.50 -0.66
H: -2.02 -1.34 -0.27
H: 1.48 1.32 -1.51
H: 1.66 0.74 -2.94
O: 1.18 0.63 -2.11
H: -3.18 -0.34 -2.31
H: -2.17 0.35 -1.34
O: -2.36 -0.47 -1.81

Results
HOMO energy (alpha / beta)   -18.71 / -18.69 eV
LUMO energy (alpha / beta)   -12.83 / -13.24 eV
HOMO-LUMO gap (alpha / beta)   5.88 / 5.45 eV
Charge   +2
Multiplicity   2

=====

Relative energies with respect to the most stable structure, expressed in hartree: w 0.0000; x 0.1237.

=====

## w
Below is a molecular structure, C4H26BO21, with properties calculated with the ωB97M-V functional and the def2-TZVPD basis.

Element x y z (Å)
O: -2.54 1.60 1.94
C: -1.88 0.82 1.18
O: -0.88 1.11 0.43
B: -0.30 -0.19 -0.04
O: -0.97 -1.30 0.63
C: -2.01 -0.78 1.38
O: -2.70 -1.36 2.20
O: 1.14 -0.21 0.27
C: 1.87 -0.26 -0.82
O: 3.12 -0.35 -0.88
C: 0.82 -0.29 -2.00
O: -0.41 -0.26 -1.48
O: 0.99 -0.47 -3.21
O: -3.46 2.74 0.25
H: -3.33 2.08 0.93
H: -2.72 3.33 0.34
O: 4.78 -1.13 0.36
H: 3.86 -1.39 0.38
H: 5.18 -1.74 -0.26
O: 4.20 0.98 0.70
H: 4.25 0.14 0.25
H: 3.75 0.78 1.52
O: 4.15 0.36 -2.43
H: 3.71 -0.38 -2.03
H: 4.03 1.08 -1.82
O: -3.67 -2.56 0.67
H: -2.93 -1.98 0.82
H: -4.41 -2.13 1.10
O: -1.08 -3.14 2.79
H: -0.96 -2.36 2.25
H: -1.92 -3.01 3.22
O: 2.15 -0.03 -4.60
H: 1.52 -0.75 -4.51
H: 2.06 0.25 -5.51
O: 1.40 2.21 0.87
H: 1.74 2.25 -0.03
H: 1.10 1.31 0.98
O: -2.31 0.21 -2.26
H: -2.51 1.15 -2.29
H: -1.52 0.11 -2.79
O: -4.38 0.53 2.84
H: -3.46 0.64 2.58
H: -4.87 0.54 2.02
O: -0.80 0.46 -4.18
H: -0.96 -0.22 -4.84
H: 0.01 0.20 -3.75
O: 2.99 -1.62 1.56
H: 3.50 -1.12 2.20
H: 2.12 -1.21 1.57
O: -2.35 1.56 4.12
H: -2.69 2.45 4.20
H: -2.44 1.35 3.19

Results
HOMO energy   -7.39 eV
LUMO energy   0.84 eV
HOMO-LUMO gap   8.24 eV
Charge   -1

=====

## x
Below is 14 unconnected molecules or ions with the total composition C4H26BO21, with properties calculated with the ωB97M-V functional and the def2-TZVPD basis.

Element x y z (Å)
O: 0.36 1.62 -3.98
C: 0.09 0.95 -3.02
O: 0.41 1.27 -1.78
B: 0.05 0.19 -0.86
O: -0.52 -0.88 -1.74
C: -0.59 -0.42 -2.98
O: -1.05 -1.01 -3.91
O: -0.96 0.64 0.11
C: -0.63 0.17 1.29
O: -1.27 0.25 2.30
C: 0.77 -0.47 1.17
O: 1.18 -0.33 -0.07
O: 1.43 -0.92 2.07
O: -0.68 -3.31 -0.15
H: -0.33 -3.40 0.75
H: -1.43 -2.71 -0.07
O: 2.56 -3.98 0.84
H: 1.86 -3.40 0.52
H: 2.12 -4.63 1.40
O: -0.63 3.83 -0.51
H: -1.09 4.30 0.19
H: 0.27 3.73 -0.20
O: -3.52 -2.13 2.65
H: -3.04 -2.79 3.15
H: -2.93 -1.36 2.64
O: -3.06 2.79 2.69
H: -2.38 2.10 2.64
H: -2.70 3.45 3.30
O: 2.45 0.21 4.35
H: 2.07 -0.03 3.48
H: 2.76 1.11 4.24
O: 4.44 -1.97 4.03
H: 4.57 -1.95 3.08
H: 3.72 -1.35 4.19
O: 0.69 -3.94 -2.49
H: 0.58 -3.14 -3.01
H: 0.21 -3.76 -1.66
O: 0.00 -3.27 2.58
H: 0.39 -2.74 3.29
H: 0.04 -4.18 2.90
O: -1.44 2.20 -6.27
H: -1.24 3.14 -6.31
H: -1.07 1.93 -5.42
O: 0.26 4.38 -4.78
H: 0.12 4.82 -3.93
H: 0.57 3.49 -4.54
O: 3.48 3.02 -2.12
H: 2.71 3.01 -1.56
H: 3.50 3.89 -2.52
O: -4.22 0.51 0.98
H: -3.93 1.09 1.69
H: -4.93 -0.01 1.37

Results
HOMO energy   -7.98 eV
LUMO energy   1.76 eV
HOMO-LUMO gap   9.74 eV
Charge   -1

=====

Relative energies with respect to the most stable structure, expressed in hartree: w 0.5875; x 0.0000.